Below is C41H34O4S7Y as an isolated structure, with properties calculated with the ωB97M-V functional and the def2-TZVPD basis.

Last column: Löwdin charge in e.
Geometry (Å):
Y (-2.1180, -1.2215, -0.8912)  1.027
C (6.5156, -1.2951, -2.7410)  -0.036
C (5.1601, -1.3402, -2.1064)  -0.250
C (4.7283, -2.4604, -1.4110)  -0.019
C (3.4703, -2.5000, -0.8259)  -0.056
C (2.6540, -1.3918, -0.9332)  -0.368
C (3.0573, -0.2516, -1.6264)  -0.055
C (4.3052, -0.2366, -2.2112)  -0.013
S (1.0466, -1.4596, -0.2278)  1.077
O (0.1418, -0.7683, -1.2577)  -0.598
C (1.0164, -0.4255, 1.2148)  -0.340
C (1.2910, -1.1741, 2.3849)  -0.088
C (1.1576, -0.5973, 3.6103)  -0.023
C (0.6520, 0.7208, 3.7208)  -0.167
C (0.3866, 1.2917, 4.9894)  -0.021
C (-0.1040, 2.5598, 5.0920)  -0.055
C (-0.3273, 3.3242, 3.9265)  -0.049
C (-0.0624, 2.8048, 2.6929)  0.003
C (0.4097, 1.4742, 2.5512)  -0.106
C (0.6519, 0.8948, 1.2634)  -0.141
C (0.8445, 1.8673, 0.1436)  -0.119
C (2.2025, 2.3495, 0.0523)  -0.105
C (3.2522, 1.8124, 0.8434)  -0.006
C (4.5328, 2.2653, 0.7136)  -0.045
C (4.8488, 3.2842, -0.2075)  -0.053
C (3.8625, 3.8319, -0.9716)  -0.017
C (2.5263, 3.3821, -0.8547)  -0.150
C (1.5016, 3.9745, -1.6310)  0.005
C (0.2242, 3.5279, -1.5322)  -0.082
C (-0.0888, 2.4498, -0.6667)  -0.346
S (-1.8071, 2.0113, -0.7703)  1.114
O (-2.0374, 0.8171, 0.1617)  -0.603
C (-1.8471, 1.3511, -2.4285)  -0.424
C (-0.7122, 1.0959, -3.2041)  -0.076
C (-0.8618, 0.5063, -4.4427)  0.000
C (-2.1191, 0.1436, -4.9330)  -0.237
C (-2.2474, -0.5730, -6.2369)  -0.025
C (-3.2388, 0.4217, -4.1567)  -0.034
C (-3.1150, 1.0344, -2.9174)  -0.145
H (6.9744, -2.2802, -2.7781)  0.082
H (7.1758, -0.6344, -2.1774)  0.091
H (6.4538, -0.9084, -3.7576)  0.088
H (5.3739, -3.3250, -1.3415)  0.121
H (3.1333, -3.3920, -0.3201)  0.117
H (2.3957, 0.5963, -1.7166)  0.099
H (4.6310, 0.6348, -2.7628)  0.123
H (1.6020, -2.2048, 2.2970)  0.117
H (1.3830, -1.1533, 4.5091)  0.125
H (0.5861, 0.7032, 5.8749)  0.119
H (-0.3059, 2.9892, 6.0625)  0.112
H (-0.7028, 4.3329, 4.0159)  0.113
H (-0.2194, 3.4146, 1.8159)  0.117
H (3.0554, 1.0296, 1.5598)  0.117
H (5.3146, 1.8393, 1.3248)  0.114
H (5.8678, 3.6323, -0.2992)  0.113
H (4.0834, 4.6198, -1.6764)  0.119
H (1.7455, 4.7828, -2.3055)  0.127
H (-0.5532, 3.9747, -2.1362)  0.124
H (0.2731, 1.3312, -2.8311)  0.102
H (0.0173, 0.3002, -5.0394)  0.128
H (-1.4971, -0.2407, -6.9508)  0.087
H (-3.2327, -0.4334, -6.6757)  0.088
H (-2.1080, -1.6429, -6.0746)  0.101
H (-4.2246, 0.1423, -4.4999)  0.126
H (-4.0068, 1.2388, -2.3348)  0.110
O (-6.1094, -6.6170, -0.2954)  -0.048
C (-5.4138, -5.6783, -0.5444)  -1.015
S (-3.6614, -5.7854, -0.8109)  0.953
C (-3.4072, -4.0927, -1.1803)  -1.157
C (-4.4919, -3.2935, -1.1817)  -1.149
S (-4.5886, -1.5661, -1.5999)  0.476
S (-6.0351, -4.0329, -0.8089)  0.950
S (-1.7250, -3.6796, -1.5777)  0.453
O (-2.5192, -1.7762, 1.2335)  -0.634
S (-2.1821, -1.1740, 2.5995)  1.023
C (-2.6419, -2.4452, 3.7840)  -0.289
C (-3.3812, -1.6962, 4.8863)  -0.222
C (-4.3643, -0.7843, 4.1524)  -0.206
C (-3.5745, -0.0959, 3.0337)  -0.275
H (-1.7515, -2.9865, 4.0936)  0.097
H (-3.3086, -3.1169, 3.2391)  0.114
H (-2.6833, -1.1018, 5.4818)  0.115
H (-3.8703, -2.3959, 5.5612)  0.123
H (-4.8189, -0.0467, 4.8109)  0.119
H (-5.1681, -1.3829, 3.7229)  0.124
H (-3.1469, 0.8590, 3.3373)  0.092
H (-4.1258, 0.0401, 2.1047)  0.099

relative energy (zero: lowest compared OMol25 entry of this formula, charge and spin): 37.82 kcal per mole
Kohn-Sham gap: 5.86 eV
HOMO level: -8.8 eV
molar mass: 904.1 g/mol
net charge: +1
E: -128147.285 eV
LUMO: -3.0 eV